[1]
The following is a DFT calculation (the ωB97M-V functional and the def2-TZVPD basis) of an isolated molecule of C3HFO3 at a distorted geometry.

Results
ΔE to the lowest compared entry with this formula, charge and spin   2.3 kcal/mol
SMILES   O=c1occ(F)o1
HOMO   -9.7 eV

The geometry in ORCA input format:
```
! RIJCOSX wB97M-V def2-TZVPD def2/J DEFGRID3
* xyz 0 1
O 2.35503 -0.89024 -0.02124
C 1.26246 -0.42604 0.00979
O 0.88927 0.86302 0.01153
C -0.49308 0.91255 0.00686
C -0.95226 -0.32072 0.00713
F -2.15146 -0.81462 -0.01406
O 0.06369 -1.18719 0.03343
H -0.97365 1.86324 -0.03344
*
```



[2]
The following is a DFT calculation (the ωB97M-V functional and the def2-TZVPD basis) of a structure of composition C3OY at a distorted geometry.

Results
ΔE to the lowest compared entry with this formula, charge and spin   0.0 kcal/mol
HOMO (alpha / beta)   -15.8 / -19.2 eV
<S²>   0.757

The geometry in ORCA input format:
```
! RIJCOSX wB97M-V def2-TZVPD def2/J DEFGRID3
* xyz 2 2
C 1.15893 1.04461 -1.62326
C 0.56237 -0.05668 0.23120
O 1.52975 0.51144 -0.50929
C -0.61569 -0.33531 0.45494
Y -2.63537 -1.16406 1.44641
*
```



[3]
The following is a DFT calculation (the ωB97M-V functional and the def2-TZVPD basis) of a structure of composition C19H6BrCl5FeN3O8 at a distorted geometry.

Results
ΔE to the lowest compared entry with this formula, charge and spin   12.8 kcal/mol
HOMO (alpha / beta)   -9.7 / -9.6 eV
<S²>   8.763

The geometry in ORCA input format:
```
! RIJCOSX wB97M-V def2-TZVPD def2/J DEFGRID3
* xyz 0 6
Fe 1.26709 -0.50601 -0.23946
Cl 2.36447 -0.80974 2.13234
C 3.73270 -0.57969 1.07947
C 3.39569 -0.40866 -0.24843
C 4.41617 -0.31635 -1.17212
Cl 4.00471 -0.13446 -2.83373
C 5.75171 -0.37880 -0.77107
Cl 7.01085 -0.30369 -1.92834
C 6.05859 -0.50279 0.58855
Cl 7.68922 -0.52987 1.10622
C 5.03638 -0.60880 1.53782
Cl 5.37795 -0.77509 3.20760
Br 0.86663 2.44808 -4.56498
C -0.28105 0.99264 -4.24101
C -1.51728 0.91703 -4.86978
N -2.33774 -0.10070 -4.66310
C -1.99696 -1.06990 -3.82872
C -0.78290 -1.06327 -3.14548
C 0.09351 -0.01767 -3.37778
C -0.49750 -2.18631 -2.15464
O -1.03611 -3.25340 -2.28969
O 0.33706 -1.88018 -1.18636
H -1.84927 1.68584 -5.55661
H -2.70039 -1.88014 -3.68701
H 1.07279 0.01216 -2.91316
O -1.77857 2.02477 -0.84659
C -1.18141 1.38827 -0.01736
O 0.06663 1.00556 -0.12034
C -1.88249 1.00458 1.28290
C -3.01732 1.68772 1.69574
C -3.64865 1.30634 2.86691
C -3.19815 0.25493 3.64484
C -2.07656 -0.42064 3.20942
C -1.42446 -0.05773 2.04488
N -1.54531 -1.54608 3.99199
O -2.11586 -1.83328 5.01980
O -0.55313 -2.10805 3.55752
N -4.84488 2.04356 3.31362
O -5.24119 2.94195 2.60137
O -5.34941 1.69948 4.36360
H -3.41102 2.50992 1.11448
H -3.70901 -0.02290 4.55400
H -0.56554 -0.62865 1.74270
*
```



[4]
The following is a DFT calculation (the ωB97M-V functional and the def2-TZVPD basis) of a structure of composition C12H19O8P2SbSe4Zn.

Results
ΔE to the lowest compared entry with this formula, charge and spin   38.9 kcal/mol
HOMO   -1.2 eV

The geometry in ORCA input format:
```
! RIJCOSX wB97M-V def2-TZVPD def2/J DEFGRID3
* xyz -2 1
Zn 0.27527 0.51932 0.80574
C -3.71327 0.05212 1.76055
C -3.28477 -0.41191 0.36897
O -4.37821 -0.96687 -0.36628
P -1.95918 -1.66530 0.52314
O -1.53319 -2.24566 -0.86827
O -2.74546 -2.87082 1.22627
O -0.80044 -1.19589 1.33569
P -2.65661 1.07345 -0.55702
O -2.32674 0.45668 -2.01348
O -3.72982 2.08056 -0.63168
O -1.31662 1.39173 0.07086
H -4.11227 -0.78520 2.33849
H -4.48095 0.81476 1.63280
H -2.87266 0.48009 2.30538
H -4.74982 -1.68408 0.15965
H -0.71414 -1.74737 -1.20660
H -2.13705 -3.45790 1.69792
H -3.13558 0.46551 -2.54433
Se 2.53467 1.48591 5.55905
Sb 3.91675 1.52810 3.58061
Se 2.46243 0.87433 1.36633
Se 5.45891 -0.33098 3.29771
Se 4.87118 3.63495 2.86604
C 6.21906 2.09294 -0.79199
C 5.14831 1.12665 -1.18967
C 5.17531 -0.18028 -0.72032
C 4.08491 -1.01782 -0.86906
C 4.10314 -2.32883 -0.12775
C 2.92670 -0.52590 -1.51543
C 1.71872 -1.29315 -1.35229
O 0.56155 -0.85916 -1.45130
C 2.91672 0.77854 -2.07036
C 1.71703 1.37656 -2.75026
C 4.04636 1.55716 -1.92632
H 7.16920 1.58884 -0.60991
H 5.91703 2.55286 0.15869
H 6.35285 2.88111 -1.53522
H 6.00469 -0.50343 -0.10128
H 5.10705 -2.53367 0.23703
H 3.76222 -3.17407 -0.72847
H 3.46884 -2.22156 0.75806
H 1.84046 -2.33770 -1.04149
H 1.25756 0.69585 -3.46957
H 2.00711 2.29275 -3.26512
H 0.94361 1.62083 -2.02381
H 4.03675 2.57119 -2.31214
*
```



[5]
The following is a DFT calculation (the ωB97M-V functional and the def2-TZVPD basis) of a structure of composition C27H32F5N11O7Y.

Results
ΔE to the lowest compared entry with this formula, charge and spin   0.1 kcal/mol
HOMO   -5.3 eV

The geometry in ORCA input format:
```
! RIJCOSX wB97M-V def2-TZVPD def2/J DEFGRID3
* xyz -1 1
Y -0.36007 0.75814 -0.15998
C 0.39929 -3.28348 -3.31951
N 0.62636 -3.53621 -1.90447
C 1.83036 -4.32604 -1.65372
C 0.32461 -2.49978 -1.03704
N 0.00323 -1.32059 -1.39707
N 0.34358 -2.90380 0.29017
C 0.51596 -2.08761 1.38400
N 0.46440 -2.76483 2.58552
N 0.80577 -0.84821 1.26166
H 0.48775 -4.23178 -3.84918
H 1.11965 -2.57116 -3.73564
H -0.60918 -2.89746 -3.46370
H 1.68786 -5.33711 -2.03655
H 2.03708 -4.37955 -0.58955
H 2.69705 -3.87794 -2.15100
H 0.30467 -1.14761 -2.35846
H -0.00484 -3.83133 0.46768
H -0.26304 -3.46791 2.61274
H 0.37147 -2.13485 3.36939
H 0.93193 -0.40327 2.16566
N -0.38582 3.19675 -0.97562
C -0.52805 3.38022 -2.42533
C -1.59132 2.43369 -2.95613
N -1.28525 1.03856 -2.59184
H -1.27008 3.39519 -0.51237
H 0.33582 3.79169 -0.58882
H 0.43390 3.16710 -2.89208
H -0.81135 4.40308 -2.69454
H -1.67257 2.56830 -4.03884
H -2.55526 2.67821 -2.51109
H -0.59050 0.64328 -3.21816
H -2.13196 0.48384 -2.66294
C 2.85701 2.45484 0.31679
N 1.58625 2.02638 0.91103
C 1.40236 2.37426 2.13889
C 0.21416 2.03422 2.83692
C -0.17996 2.27859 4.15995
C -1.44967 1.71446 4.28654
C -1.76258 1.16585 3.03335
N -0.76562 1.35071 2.16061
C 4.07166 1.74618 0.87600
C 4.05034 0.37350 1.11024
C 5.17836 -0.27201 1.59453
C 6.34360 0.44059 1.85018
C 6.37225 1.80727 1.61741
C 5.24047 2.45281 1.13528
H 2.99111 3.53378 0.45992
H 2.80953 2.27584 -0.75377
H 2.16980 2.94175 2.67418
H 0.39110 2.80212 4.91323
H -2.07959 1.70773 5.16316
H -2.66942 0.66056 2.73182
H 3.14813 -0.18755 0.89894
H 5.14905 -1.34138 1.76720
H 7.22244 -0.06776 2.22751
H 7.27365 2.37481 1.81488
H 5.26516 3.52282 0.95795
O -4.36086 2.00514 -1.25255
C -3.64248 1.37408 -0.47484
O -2.46062 1.70416 -0.13005
C -4.20107 0.11153 0.14548
C -5.55507 0.03631 0.28497
C -6.16059 -1.09698 0.84720
C -5.40221 -2.17518 1.22228
C -4.02355 -2.12729 1.08341
C -3.32197 -0.96643 0.55298
O -2.07863 -0.91783 0.39438
N -3.33343 -3.33026 1.46701
O -2.12087 -3.29984 1.63512
O -3.98114 -4.35792 1.62647
N -7.59410 -1.14813 1.01440
O -8.24507 -0.16264 0.70906
O -8.08627 -2.14573 1.52290
H -6.15469 0.86631 -0.06059
H -5.86939 -3.05900 1.62535
F 1.37946 1.15666 -2.14077
C 2.10980 0.02258 -2.76222
F 2.78289 -0.50425 -1.65051
C 3.18985 0.76195 -3.52847
F 4.05151 -0.11786 -4.07143
F 2.64395 1.47309 -4.53699
F 3.94351 1.63960 -2.81849
*
```



[6]
The following is a DFT calculation (the ωB97M-V functional and the def2-TZVPD basis) of a structure of composition C16H55FeO12 at a distorted geometry.

Results
ΔE to the lowest compared entry with this formula, charge and spin   0.0 kcal/mol
HOMO (alpha / beta)   -11.8 / -11.8 eV
<S²>   6.009

The geometry in ORCA input format:
```
! RIJCOSX wB97M-V def2-TZVPD def2/J DEFGRID3
* xyz 1 5
Fe -0.14173 2.40111 2.49618
C 0.82393 -0.47668 0.39214
C 1.13678 0.95942 -0.14506
O 1.10305 2.04736 0.78575
H 1.64686 -0.75241 1.05160
H 0.77436 -1.27064 -0.35302
H -0.07327 -0.55999 1.00547
H 0.40085 1.14811 -0.92666
H 2.13628 0.87561 -0.57174
C -2.06194 0.30106 -3.10615
C -3.16711 1.37138 -3.03171
O -4.34097 0.78879 -2.46201
H -2.48182 -0.56829 -3.61214
H -1.72212 -0.14059 -2.16937
H -1.16935 0.63751 -3.63358
H -3.42789 1.71818 -4.03162
H -2.93263 2.22320 -2.39332
H -4.97925 1.48126 -2.64827
C 2.76749 -4.50409 -0.16602
C 3.60276 -3.33899 0.37475
O 4.88520 -3.84442 0.61905
H 1.72404 -4.21593 -0.29358
H 2.84352 -5.45113 0.36823
H 3.15445 -4.65516 -1.17376
H 3.10427 -2.93040 1.25376
H 3.73385 -2.56482 -0.38129
H 5.45564 -3.13197 0.91671
C -2.29736 -2.37706 0.07702
C -2.26078 -3.12503 1.42668
O -3.49792 -3.01412 2.16448
H -1.40868 -2.82779 -0.36479
H -2.26143 -1.28903 0.13164
H -3.17534 -2.55917 -0.54272
H -1.46773 -2.68688 2.03264
H -1.84223 -4.12674 1.32922
H -4.06602 -3.64409 1.71502
C -4.03509 2.18313 0.68438
C -2.60516 1.62119 0.49924
O -2.02987 1.48854 1.77643
H -4.75780 1.38528 0.85531
H -4.32867 2.56581 -0.29310
H -4.11462 3.00494 1.39600
H -1.96818 2.24715 -0.12570
H -2.72259 0.60773 0.11554
H -2.50253 0.80831 2.26171
C -0.61658 4.19768 -2.53885
C 0.28288 5.13729 -1.76559
O -0.35901 6.32124 -1.67247
H -0.21065 3.18712 -2.49301
H -0.65290 4.50680 -3.58346
H -1.60829 4.14415 -2.08970
H 1.20770 5.27738 -2.32522
H 0.50230 4.64149 -0.82000
H 0.29489 6.94697 -1.35239
C 0.41848 -2.78380 4.64411
C 1.86200 -2.49146 4.40506
O 1.88808 -1.36667 3.46870
H 0.26737 -3.45349 5.49074
H -0.15543 -3.20655 3.81948
H -0.15720 -1.90803 4.94361
H 2.31733 -3.36899 3.94603
H 2.43831 -2.20601 5.28511
H 2.82597 -1.37221 3.26393
C 1.57120 -1.97748 -3.25555
C 1.08359 -2.47831 -4.55375
O -0.24329 -2.22375 -4.80477
H 1.12433 -1.02237 -2.97951
H 2.65812 -1.93460 -3.18586
H 1.38907 -2.64457 -2.41299
H 1.30171 -3.54626 -4.55781
H 1.62573 -2.05336 -5.39851
H -0.40238 -2.69582 -5.62539
O 0.28611 0.73011 3.66912
H 0.98739 0.07972 3.63128
H -0.18317 0.53019 4.47908
O -0.69600 4.24441 1.59115
H -1.50851 4.47902 1.14282
H -0.19999 5.06203 1.63247
O 3.33359 3.69860 -0.02461
H 3.36402 3.92294 0.90543
H 2.57784 3.11692 -0.10658
O 3.55736 1.26971 2.03435
H 3.03174 1.44744 1.25438
H 3.34306 1.98284 2.63579
*
```